DFT (ωB97M-V/def2-TZVPD) results for a structure of composition C47H100F8N7NaO8S4 at a distorted geometry.

Last column: Löwdin charge in e.
CARTESIAN COORDINATES (ANGSTROEM)
S (0.331, 1.030, 0.482)  0.47
S (-1.459, -0.670, -0.226)  0.49
S (1.446, 2.978, -4.455)  0.60
S (-0.601, 1.762, -5.534)  0.55
Na (-1.450, 2.513, -2.174)  0.56
F (-1.778, 0.292, -3.614)  0.07
F (1.566, 3.382, -1.838)  0.10
F (-3.121, 1.494, -4.794)  0.13
F (-2.281, -0.253, -5.666)  0.16
F (0.573, 4.948, -2.967)  0.14
F (2.735, 4.724, -3.073)  0.17
F (0.113, 2.607, 0.515)  -0.18
F (-2.509, -0.730, -1.423)  -0.18
O (1.615, 3.832, -5.563)  -0.21
O (0.101, 0.647, 1.832)  -0.28
O (-2.279, -0.628, 0.930)  -0.26
O (2.383, 1.914, -4.245)  -0.27
O (-1.275, 2.617, -6.440)  -0.23
O (0.327, 0.865, -6.144)  -0.25
O (1.633, 0.859, -0.042)  -0.26
O (-0.618, -1.799, -0.450)  -0.25
N (-7.994, -0.172, -3.802)  -0.27
N (-0.825, 0.746, -0.623)  -0.30
N (3.148, -0.012, 5.359)  -0.27
N (-3.957, 2.095, 3.764)  -0.27
N (-0.118, 2.518, -4.218)  -0.33
N (6.106, 0.810, 0.544)  -0.28
N (2.204, -4.004, -3.435)  -0.27
C (-4.140, 2.116, 2.290)  0.02
C (4.653, 0.140, 5.282)  -0.10
C (2.936, 2.364, 4.335)  -0.22
C (5.631, -0.218, -0.399)  -0.12
C (8.009, -1.214, -0.505)  -0.16
C (4.824, -0.252, 7.784)  -0.16
C (2.500, 0.914, 4.341)  -0.13
C (4.980, 1.148, 1.488)  0.03
C (-10.053, -1.349, -2.904)  -0.22
C (5.373, -0.585, 6.387)  -0.15
C (0.491, -2.342, -4.185)  -0.14
C (2.980, -7.519, -4.815)  -0.07
C (-3.788, -0.438, 3.883)  -0.15
C (2.653, 0.390, 6.732)  -0.10
C (3.147, -2.821, -3.131)  -0.10
C (1.453, -1.191, -3.950)  -0.19
C (6.320, 4.044, -1.576)  -0.05
C (6.577, 2.037, -0.190)  -0.14
C (-1.420, 4.993, 4.189)  -0.08
C (-1.951, 3.677, 3.642)  -0.23
C (-6.892, -2.379, -4.113)  -0.15
C (-5.712, -0.619, -2.774)  -0.16
C (1.965, 3.282, 3.596)  -0.06
C (-11.098, -1.319, -1.791)  -0.07
C (-5.167, -0.530, 4.527)  -0.17
C (-3.323, 3.375, 4.224)  -0.13
C (-7.786, -1.328, -4.735)  -0.11
C (3.069, -5.153, -3.810)  -0.14
C (8.419, -0.183, 0.550)  -0.16
C (5.593, 2.786, -1.038)  -0.21
C (3.317, -0.400, 7.848)  -0.15
C (6.743, -0.816, -1.252)  -0.16
C (1.288, -3.578, -4.555)  -0.09
C (-3.126, 0.914, 4.144)  -0.11
C (7.232, 0.264, 1.358)  -0.12
C (-6.663, 0.395, -3.410)  -0.12
C (2.454, -1.500, -2.860)  -0.16
C (-8.827, -0.530, -2.592)  -0.12
C (-5.545, -1.821, -3.708)  -0.18
C (-2.013, 0.761, -4.862)  -0.66
C (1.464, -4.265, -2.170)  0.02
C (-8.673, 0.935, -4.571)  0.04
C (2.345, -6.476, -3.911)  -0.24
C (-5.329, 1.992, 4.428)  -0.09
C (2.783, -1.395, 4.996)  0.02
C (1.588, 4.083, -2.992)  -0.68
C (-6.045, 0.662, 4.192)  -0.15
H (-3.864, -0.553, 2.801)  0.09
H (2.466, 4.179, 3.230)  0.09
H (6.823, -0.587, 1.914)  0.14
H (-6.140, -0.877, -1.801)  0.11
H (-9.789, -2.386, -3.114)  0.12
H (-4.808, 1.309, 2.016)  0.10
H (0.617, -4.908, -2.415)  0.12
H (4.923, -0.151, 4.270)  0.12
H (1.861, -3.506, -5.475)  0.15
H (3.731, -2.725, -4.050)  0.15
H (-1.087, 4.933, 5.231)  0.09
H (-3.198, 1.874, 1.802)  0.10
H (-8.711, -1.727, -5.137)  0.14
H (-4.956, -2.558, -3.159)  0.12
H (4.125, 1.488, 0.911)  0.09
H (2.022, -6.875, -2.946)  0.12
H (2.868, -0.005, 8.759)  0.14
H (-4.557, 3.070, 1.981)  0.12
H (-5.120, 2.175, 5.483)  0.14
H (-11.094, -0.473, -1.107)  0.08
H (-10.493, -1.006, -3.843)  0.11
H (-9.107, 0.426, -2.148)  0.14
H (1.587, 0.156, 6.695)  0.14
H (2.067, -1.401, -1.842)  0.10
H (9.203, -0.597, 1.187)  0.14
H (3.807, -3.191, -2.348)  0.13
H (-2.899, 1.026, 5.209)  0.15
H (3.354, -2.095, 5.598)  0.10
H (-7.267, -0.899, -5.599)  0.15
H (-3.354, 3.465, 5.308)  0.15
H (-7.342, -2.742, -3.179)  0.12
H (4.779, 0.210, 1.993)  0.09
H (3.853, -7.966, -4.345)  0.09
H (6.932, -0.231, -2.157)  0.13
H (6.378, -1.747, -1.704)  0.12
H (-0.515, 5.271, 3.646)  0.07
H (-5.882, 2.840, 4.025)  0.14
H (7.107, 3.719, -2.261)  0.09
H (-6.857, 1.239, -2.748)  0.14
H (8.815, -1.440, -1.197)  0.13
H (-9.701, 0.645, -4.770)  0.11
H (-1.248, 2.868, 3.844)  0.10
H (2.764, 1.464, 6.825)  0.13
H (-2.042, 3.749, 2.556)  0.11
H (-4.003, 4.129, 3.814)  0.14
H (6.834, 4.547, -0.758)  0.09
H (0.958, -0.233, -3.804)  0.08
H (3.013, -1.447, 7.770)  0.12
H (1.199, 3.660, 4.272)  0.07
H (2.139, -4.800, -1.509)  0.12
H (6.438, -0.353, 6.386)  0.13
H (-6.841, -3.266, -4.741)  0.14
H (7.489, 1.018, 2.105)  0.14
H (4.872, 0.193, -1.057)  0.12
H (-4.922, -1.554, -4.568)  0.12
H (-0.242, -2.051, -4.935)  0.12
H (-3.103, -1.192, 4.263)  0.13
H (1.484, 2.808, 2.737)  0.05
H (3.549, -4.882, -4.752)  0.14
H (5.184, -1.044, 0.161)  0.14
H (8.949, 0.656, 0.084)  0.12
H (3.132, -7.118, -5.816)  0.09
H (3.018, 2.780, 5.345)  0.11
H (5.241, 2.215, -1.895)  0.12
H (-5.647, -1.415, 4.107)  0.12
H (2.260, -8.321, -4.985)  0.09
H (-6.189, 0.786, -4.311)  0.14
H (-8.770, 1.768, -3.875)  0.12
H (3.862, -5.192, -3.060)  0.14
H (3.240, -0.736, -2.908)  0.12
H (7.045, 2.682, 0.557)  0.15
H (4.818, 1.202, 5.445)  0.13
H (-5.041, -0.658, 5.603)  0.13
H (4.758, 3.180, -0.455)  0.11
H (-12.108, -1.407, -2.190)  0.09
H (2.009, -0.974, -4.871)  0.13
H (3.983, 2.406, 4.030)  0.09
H (5.617, 4.647, -2.121)  0.08
H (5.091, 0.777, 8.044)  0.13
H (-0.078, -2.593, -3.285)  0.11
H (0.564, -4.393, -4.618)  0.13
H (2.696, 0.484, 3.354)  0.12
H (-2.173, 0.964, 3.620)  0.11
H (-11.004, -2.223, -1.184)  0.08
H (7.400, 1.700, -0.820)  0.13
H (1.050, -3.364, -1.739)  0.08
H (-6.371, 0.658, 3.153)  0.11
H (1.427, 0.774, 4.485)  0.14
H (-8.100, 1.156, -5.460)  0.12
H (-2.131, 5.818, 4.172)  0.09
H (3.009, -1.534, 3.943)  0.11
H (5.349, 1.989, 2.071)  0.12
H (1.351, -6.272, -4.342)  0.11
H (1.736, -1.610, 5.201)  0.12
H (-6.905, 0.746, 4.856)  0.14
H (-4.720, -0.215, -2.564)  0.10
H (7.819, -2.123, 0.080)  0.12
H (5.330, -1.676, 6.308)  0.12
H (5.302, -0.923, 8.494)  0.13
H (-8.173, -1.044, -1.893)  0.12

Values from the calculation:
gap between HOMO and LUMO: 8.45 eV
HOMO: -16.08 eV
charge: +4
LUMO: -7.63 eV
2S+1: 1